No. 1
The following is a DFT calculation (the ωB97M-V functional and the def2-TZVPD basis) of C30H63N2O17Zn as an isolated structure in a non-equilibrium geometry.

Last column: Mulliken spin population.
Cartesian coordinates (Å):
1 Zn -2.36298 -3.06196 -0.45214  0.00
2 C 0.35097 -1.20475 -2.66315  0.00
3 C -0.69972 -1.93904 -1.82414  0.00
4 O -1.50349 -2.74531 -2.30408  0.00
5 O -0.82371 -1.64182 -0.66806  0.00
6 H 0.70823 -0.26095 -2.25119  0.00
7 H 0.08051 -1.07203 -3.71069  0.00
8 H 1.29693 -1.72900 -2.79891  0.00
9 C -7.86843 2.09009 -0.74304  0.00
10 O -7.21370 1.85730 0.51922  0.00
11 C -7.41850 3.05414 1.30634  0.00
12 C -6.77637 2.91885 2.67177  0.00
13 O -5.38480 2.58603 2.64288  0.00
14 C -4.46086 3.60622 2.39058  0.00
15 C -3.01182 3.09474 2.30662  0.00
16 O -3.06331 1.72108 1.86421  0.00
17 C -1.93904 1.07832 1.34187  0.00
18 H -8.94756 2.20477 -0.64099  0.00
19 H -7.71672 1.18253 -1.32736  0.00
20 H -7.36820 2.83626 -1.36038  0.00
21 H -8.48661 3.25436 1.39097  0.00
22 H -6.94997 3.88608 0.78055  0.00
23 H -7.53196 2.26756 3.11110  0.00
24 H -7.03965 3.90479 3.05479  0.00
25 H -4.32197 4.33631 3.18793  0.00
26 H -4.62444 4.14725 1.45858  0.00
27 H -2.57501 3.22331 3.29696  0.00
28 H -2.56504 3.79462 1.60047  0.00
29 H -1.00334 1.15218 1.89605  0.00
30 H -1.82520 1.50426 0.34502  0.00
31 H -2.19044 0.04378 1.10818  0.00
32 C 0.11365 -4.20117 7.71114  0.00
33 O 1.18871 -3.55995 6.99674  0.00
34 C 1.40091 -3.85138 5.58916  0.00
35 C 2.42662 -2.83354 5.12792  0.00
36 O 2.16614 -2.53028 3.75413  0.00
37 C 3.31237 -2.13372 3.06021  0.00
38 C 2.86378 -1.25341 1.92832  0.00
39 O 3.92850 -0.86927 1.08397  0.00
40 C 3.49677 -0.57822 -0.26135  0.00
41 H -0.78139 -4.02101 7.11569  0.00
42 H 0.12935 -3.93425 8.76783  0.00
43 H 0.25281 -5.27628 7.82460  0.00
44 H 0.52141 -3.71322 4.96027  0.00
45 H 1.93192 -4.77009 5.33997  0.00
46 H 3.47295 -3.10771 5.26260  0.00
47 H 2.45654 -1.90493 5.69790  0.00
48 H 3.91145 -2.93274 2.62344  0.00
49 H 3.89352 -1.57852 3.79650  0.00
50 H 2.58074 -0.35235 2.47245  0.00
51 H 1.97185 -1.65329 1.44596  0.00
52 H 2.91905 -1.43822 -0.60009  0.00
53 H 4.38319 -0.38900 -0.86678  0.00
54 H 2.81885 0.24908 -0.47135  0.00
55 C 1.62951 8.29478 2.30351  0.00
56 O 2.41168 7.74640 1.27947  0.12
57 C 2.53786 6.36893 1.39566  0.00
58 C 3.29433 5.82072 0.26335  0.03
59 O 2.63392 5.84693 -0.91883  0.60
60 C 3.30935 5.30671 -2.11970  0.01
61 C 2.68816 3.90134 -2.48086  0.06
62 O 3.50607 3.22631 -3.49720  0.01
63 C 3.24954 1.84860 -3.69918  0.00
64 H 0.56634 8.06755 2.22519  0.01
65 H 1.73832 9.35505 2.07527  0.00
66 H 2.05714 8.10582 3.28815  0.01
67 H 1.55193 5.91904 1.51239  0.01
68 H 3.08738 6.09524 2.29634  0.01
69 H 3.64681 4.81628 0.49777  0.05
70 H 4.14971 6.48066 0.11873  0.07
71 H 4.35828 5.17675 -1.85331  0.00
72 H 3.25230 5.95995 -2.99041  0.03
73 H 1.68273 4.07846 -2.86273  0.00
74 H 2.69649 3.25879 -1.60042  0.00
75 H 4.01238 1.66888 -4.45671  0.00
76 H 2.25241 1.53202 -4.00512  0.00
77 H 3.57943 1.29609 -2.81940  0.00
78 C 0.05427 -4.47799 2.23505  0.00
79 O 0.23957 -5.61390 1.45140  0.00
80 C -0.47683 -5.67943 0.31644  0.00
81 O -1.08623 -4.75021 -0.11898  0.00
82 O -0.24236 -6.79938 -0.41462  0.00
83 C -0.49145 -6.83901 -1.78941  0.00
84 H -0.97120 -4.42629 2.60088  0.00
85 H 0.24166 -3.57465 1.65458  0.00
86 H 0.68965 -4.27857 3.09797  0.00
87 H -1.57124 -6.77179 -1.92216  0.00
88 H -0.11147 -7.73931 -2.27230  0.00
89 H 0.06373 -6.00176 -2.21234  0.00
90 C 3.52615 -5.15161 -0.57568  0.00
91 O 3.76801 -3.95757 -1.36847  0.00
92 C 3.02819 -3.72402 -2.47609  0.00
93 O 1.93639 -4.26812 -2.83063  0.00
94 O 3.57498 -2.61334 -3.01066  0.00
95 C 3.40086 -2.42939 -4.41510  0.00
96 H 4.40657 -5.78655 -0.67471  0.00
97 H 2.73721 -5.81501 -0.93006  0.00
98 H 3.63317 -4.96577 0.49302  0.00
99 H 4.21698 -1.85589 -4.85459  0.00
100 H 2.52686 -1.84100 -4.69442  0.00
101 H 3.41222 -3.40261 -4.90581  0.00
102 C -2.42910 0.76224 -2.77929  0.00
103 C -3.26645 1.44586 -3.72019  0.00
104 N -3.88139 2.00204 -4.50512  0.00
105 H -2.69166 1.38043 -1.92080  0.00
106 H -1.38593 0.85310 -3.08203  0.00
107 H -2.74991 -0.27931 -2.76093  0.00
108 C -2.34606 -0.73681 -7.22864  0.00
109 C -1.48381 0.01867 -6.37297  0.00
110 N -0.72726 0.61639 -5.70678  0.00
111 H -3.19156 -0.14247 -7.57504  0.00
112 H -2.64036 -1.56693 -6.58645  0.00
113 H -1.72722 -1.21784 -7.98610  0.00

Cartesian forces (eV/Å) of the 6 atoms listed first:
Zn 2.6 -0.3 -1.0
C 0.7 -0.3 -0.7
C 1.9 1.1 -3.7
O -2.1 -2.1 -1.6
O -0.5 1.4 6.0
H -0.7 0.0 0.3

Properties
HOMO energy (spin up / spin down) ... -0.46564 / -0.46564 hartree
Charge ... +2
Spin multiplicity ... 2
E_LUMO (spin up / spin down) ... -0.2887 / -0.3818 Eh



No. 2
The following is a DFT calculation (the ωB97M-V functional and the def2-TZVPD basis) of C19H39BeBrClF2KNNaO9S2 as an isolated structure in a non-equilibrium geometry.

Last column: Löwdin charge in e.
Cartesian coordinates (Å):
1 C 4.63646 2.36037 1.71037  0.06
2 C 5.29211 2.82668 0.83048  -0.19
3 C 6.13798 3.40121 -0.23104  -0.18
4 C 6.01597 2.61757 -1.54290  -0.22
5 C 4.54658 2.31971 -1.88666  -0.32
6 S 4.22244 0.54909 -2.22387  1.24
7 C 4.28831 -0.43612 -0.71906  -0.41
8 O 4.57291 -1.80625 -1.09589  -0.19
9 O 4.39530 -2.55333 0.04937  -0.31
10 C 2.43466 0.52193 -2.70515  -0.34
11 O 1.80663 1.72788 -2.44468  -0.12
12 C 0.51509 1.47774 -1.90489  -0.23
13 O -0.02578 2.64591 -1.37306  -0.10
14 C -1.38665 2.48405 -1.03410  -0.19
15 C -1.67133 1.43617 0.06335  -0.21
16 O -3.05178 1.06846 0.03807  -0.07
17 H 4.37600 1.88317 2.62582  0.03
18 H 7.16719 3.33632 0.14211  0.13
19 H 5.84915 4.45322 -0.33455  0.12
20 H 6.42024 3.24643 -2.34753  0.11
21 H 6.62393 1.70441 -1.55072  0.12
22 H 4.25966 2.81555 -2.82079  0.10
23 H 3.84757 2.64907 -1.10912  0.10
24 H 5.07132 -0.10513 0.02596  0.09
25 H 3.26899 -0.46245 -0.28521  -0.02
26 H 3.40349 -2.64813 0.22620  -0.05
27 H 2.34666 0.23551 -3.76104  0.12
28 H 2.02338 -0.32052 -2.11463  0.07
29 H 0.64368 0.73940 -1.09919  0.10
30 H -0.16281 1.12745 -2.70759  0.16
31 H -1.76614 3.44307 -0.66292  0.13
32 H -1.97150 2.26905 -1.95043  0.13
33 H -1.09229 0.50748 -0.03122  0.10
34 H -1.42213 1.86951 1.03676  0.13
35 H -3.30495 1.00403 -0.89029  0.08
36 C 2.16462 6.02136 1.48885  -0.33
37 O 2.79982 5.00454 1.32135  0.03
38 N 1.18076 6.45020 0.61712  -0.21
39 C 0.48885 7.66670 0.88519  -0.09
40 C 0.85823 5.66872 -0.56674  -0.05
41 H 2.31703 6.74516 2.35253  0.05
42 H -0.58362 7.47903 0.97851  0.10
43 H 0.65838 8.35864 0.04855  -0.01
44 H 0.85622 8.11764 1.80995  0.11
45 H 0.53521 4.67292 -0.26964  0.07
46 H 1.75158 5.56827 -1.18908  0.09
47 H 0.06494 6.15312 -1.13977  0.08
48 F 3.34326 7.29407 3.43388  -0.71
49 C -4.06107 -1.57204 1.92705  -0.04
50 C -4.68098 -3.00583 1.88761  -0.51
51 O -5.90493 -2.92716 1.46044  -0.08
52 H -4.61382 -0.91186 2.59375  0.08
53 H -3.03143 -1.62520 2.29200  0.08
54 H -4.03915 -1.12890 0.93566  0.06
55 H -4.51890 -3.42343 2.95553  0.10
56 H -3.97205 -3.62154 1.29602  0.08
57 K 4.66466 -1.60456 2.06413  0.75
58 Na 1.78117 9.59460 -0.59238  0.87
59 C -6.41721 -6.99404 -0.60891  -0.20
60 C -6.24438 -8.03368 0.50393  -0.22
61 C -4.74511 -8.33632 0.62385  -0.22
62 S -3.89400 -6.85456 0.07469  0.70
63 O -3.16823 -7.15088 -1.10946  -0.27
64 O -3.24125 -6.20427 1.23639  -0.41
65 C -5.36396 -5.92394 -0.34795  -0.22
66 H -7.42032 -6.57053 -0.61447  0.12
67 H -6.24174 -7.46109 -1.58049  0.13
68 H -6.61560 -7.61913 1.44742  0.10
69 H -6.81072 -8.94149 0.30185  0.12
70 H -4.45759 -8.56151 1.65178  0.09
71 H -4.44122 -9.15118 -0.03000  0.12
72 H -5.16171 -5.29352 -1.21051  0.12
73 H -5.63526 -5.30173 0.51624  0.08
74 Br 7.35874 0.60605 2.90819  -0.57
75 Be -4.39636 -6.00476 2.91673  0.74
76 F -0.97878 -7.76928 -1.39737  -0.56
77 Cl 1.50564 -1.79713 0.20561  -0.16

Cartesian forces (eV/Å) of the 6 atoms listed first:
C 0.1 -0.5 0.6
C 0.5 0.3 -0.8
C -0.3 -0.5 0.9
C 0.0 0.2 -0.5
C -0.3 0.2 0.2
S 0.4 0.0 -0.9

Properties
HOMO energy ... -0.24238 hartree
E_LUMO ... -0.1744 Eh